No. 1
94
Properties=species:S:1:pos:R:3:forces:R:3:lowdin_charge:R:1 method="wB97M-V/def2-TZVPD" multiplicity=5 orbital_gap_ha="0.28503 / 0.29087" s2=6.016 homo_energy_ev="-7.30 / -8.63" de_lowest_kcal_mol=0.0 total_charge=0
H -4.2155 -5.1704 0.6921 -0.003 0.002 0.001 0.1026
H -4.9895 5.2452 1.1492 -0.002 0.002 0.005 0.1229
H -0.0346 -3.8073 -4.3989 -0.002 0.002 0.000 0.1091
H -4.1061 -2.0536 -2.5258 -0.006 -0.001 -0.003 0.1112
C 0.9590 -3.8288 -1.1685 0.009 -0.020 -0.052 -0.1039
C -4.2045 -4.0882 0.7267 -0.002 -0.013 0.003 -0.0801
H 2.9690 -3.6356 2.3007 0.003 0.000 0.001 0.0908
C -0.8590 -2.6006 -2.8328 -0.030 -0.022 -0.017 -0.0742
C -2.8641 -0.3235 -2.2221 -0.056 -0.135 -0.020 -0.3535
C -3.2326 -3.3874 0.0239 -0.009 0.007 0.008 -0.0871
C 2.2872 2.7594 0.7178 0.028 0.001 -0.027 -0.1052
C 3.2858 -2.7307 1.7965 0.028 0.005 -0.003 -0.0903
C -3.2093 -1.9972 0.0687 -0.007 -0.047 -0.022 -0.3798
C 4.1398 -0.4261 0.5475 0.031 -0.010 0.019 -0.0792
C 1.9111 -0.7958 -4.8464 0.020 -0.010 0.018 -0.0828
C 0.0021 -3.5586 -3.3459 -0.018 -0.013 0.017 -0.0731
H 1.0203 -4.9419 1.5978 0.000 -0.001 0.008 0.0311
C 2.9045 3.9991 0.7792 -0.004 -0.005 -0.001 -0.0699
Cl -0.5121 6.6763 -2.9290 0.014 0.007 -0.009 0.5096
H -1.8493 1.5695 -2.1235 0.007 -0.019 0.023 0.0585
H 4.4804 0.4822 0.0670 -0.004 0.002 0.000 0.1026
H -5.3119 -1.0814 -4.4445 0.004 -0.003 -0.001 0.1044
H -5.9100 -3.9523 2.0183 0.000 -0.001 -0.001 0.1017
C -1.1848 3.0320 2.2328 0.155 0.169 -0.111 -0.5226
C 2.6387 -1.1747 -2.5820 0.022 0.005 0.029 -0.0779
C 2.7902 -0.7672 0.5139 0.024 -0.016 0.004 -0.3515
Cl 0.3120 4.0052 -2.0293 -0.004 -0.004 -0.023 0.5988
H -2.8934 6.7408 4.5854 0.004 0.002 -0.002 0.1062
C -2.5785 0.9654 -2.6503 -0.003 0.090 0.007 -0.1097
C 1.7604 -0.1975 -2.1303 -0.004 0.000 0.029 -0.3646
H -1.5661 -2.1146 -3.4925 0.024 -0.004 -0.003 0.0998
C -4.2387 0.7792 -4.3764 -0.012 -0.032 -0.004 -0.0750
C -0.8200 -2.2553 -1.4846 -0.023 -0.016 -0.008 -0.3780
C 0.1180 -2.8516 -0.6276 -0.024 0.013 0.015 -0.2845
C 2.3369 -1.9365 1.1508 -0.027 -0.037 -0.015 -0.2758
H 5.3387 -3.0267 2.3436 0.003 0.002 -0.001 0.1049
C -4.5387 -0.5099 -3.9473 0.006 0.028 -0.018 -0.0729
H 0.2597 1.2256 -2.6974 -0.007 0.034 -0.017 0.0498
C 3.2687 2.3823 -1.4529 -0.005 -0.002 0.018 -0.1161
C 4.6321 -2.3907 1.8255 -0.021 0.002 0.000 -0.0728
H -3.0511 2.5332 -4.0291 -0.009 -0.011 -0.009 0.1026
H 1.6538 2.4357 1.5368 -0.001 0.006 0.000 0.0738
H -4.1430 -0.2287 0.8618 -0.004 -0.002 0.009 0.0775
H -5.8728 -1.4773 2.0910 -0.002 -0.005 0.002 0.1070
S -3.0009 2.9663 0.5047 -0.163 -0.014 0.056 0.6224
C -5.1552 -3.4046 1.4687 0.003 0.006 0.001 -0.0830
O -0.1615 2.7674 2.8349 -0.072 -0.071 0.055 0.0340
P -1.9601 -1.0059 -0.8013 0.175 0.121 -0.012 0.9903
C -3.1712 4.2438 1.7144 0.076 -0.063 -0.039 -0.2134
C -4.1634 -1.3117 0.8191 -0.010 0.006 0.005 -0.0867
C -3.8587 -1.0573 -2.8734 0.006 0.033 0.049 -0.0865
H 4.1690 5.4075 -0.2304 -0.001 0.000 -0.002 0.1043
C 2.4690 1.9444 -0.3995 0.000 0.015 0.049 -0.4049
H -1.1101 4.5849 -3.8039 0.011 0.004 -0.001 0.0215
C 1.0223 0.1736 -4.3982 -0.009 0.002 0.014 -0.0690
H -2.4919 -3.9278 -0.5527 -0.010 -0.002 0.002 0.1033
C 0.9460 0.4650 -3.0472 -0.001 0.007 -0.010 -0.1201
C 0.4159 -4.1630 2.0654 0.000 0.038 0.010 -0.2091
H 1.6998 -4.3080 -0.5360 0.000 0.009 -0.002 0.0995
C -3.2649 1.5164 -3.7243 0.027 0.018 0.007 -0.0650
Ru -0.6072 0.4972 0.6745 -0.069 0.037 0.002 0.6647
C -0.9576 4.9660 -2.8010 -0.006 0.021 0.020 -1.0090
Si 0.5296 -2.5087 1.1973 0.070 -0.019 0.065 0.1840
O -4.0804 2.0199 0.5997 0.009 0.003 -0.003 -0.3000
H -4.7885 6.8636 3.0304 -0.004 -0.002 -0.004 0.1069
H 1.9745 -1.0282 -5.9018 0.000 0.001 -0.002 0.1034
C 3.8798 3.6259 -1.3867 0.009 0.006 -0.007 -0.0877
H -4.7795 1.2110 -5.2088 -0.002 0.000 0.003 0.1038
H -1.8467 4.8826 -2.1905 0.001 -0.014 -0.010 -0.0118
H -0.6288 -4.4814 2.0402 0.000 0.003 -0.003 0.0324
H 1.5799 -4.9422 -2.8926 -0.003 -0.005 0.001 0.1074
C 2.7116 -1.4711 -3.9375 -0.014 0.013 -0.027 -0.0811
C 5.0610 -1.2334 1.1995 -0.010 0.007 -0.011 -0.0713
C -4.0363 6.0983 2.8921 0.004 -0.014 -0.012 -0.0637
C 3.6980 4.4338 -0.2733 0.010 0.005 0.006 -0.0825
H 0.7065 -4.0675 3.1132 0.002 -0.008 -0.003 0.0363
H 3.3964 -2.2359 -4.2817 0.001 -0.001 0.002 0.1072
H 3.2649 -1.7089 -1.8780 0.012 0.012 -0.005 0.1082
C -5.1351 -2.0158 1.5104 0.006 0.000 -0.004 -0.0672
H 6.1057 -0.9509 1.2182 0.001 -0.005 0.003 0.1055
C -4.1581 5.1993 1.8395 -0.028 0.027 -0.020 -0.0284
P 1.6354 0.3277 -0.3888 -0.130 -0.046 -0.056 1.0063
H -1.1357 4.9862 4.3031 -0.001 0.003 -0.003 0.1236
H 4.4920 3.9672 -2.2114 -0.001 0.000 -0.001 0.1058
C -2.0999 4.1646 2.5792 -0.077 -0.040 0.033 -0.1328
H 0.3867 0.7009 -5.0984 -0.004 -0.004 -0.004 0.1073
C 0.9040 -4.1897 -2.5059 -0.002 -0.001 0.015 -0.0771
O -2.7762 3.5490 -0.7943 0.012 0.011 0.016 -0.3274
C -1.9762 5.0591 3.6259 -0.006 0.006 0.026 0.0055
S -0.6053 -1.1408 2.3441 -0.027 0.012 -0.059 0.2688
C -2.9596 6.0285 3.7735 0.020 -0.001 0.003 -0.0598
N -1.6267 2.3475 1.1284 0.096 -0.078 0.006 -0.2161
H 2.7510 4.6284 1.6463 0.000 -0.001 -0.002 0.1096
H 3.4072 1.7584 -2.3272 0.004 0.013 0.000 0.1071

No. 2
93
Properties=species:S:1:pos:R:3:forces:R:3:lowdin_charge:R:1 method="wB97M-V/def2-TZVPD" multiplicity=2 orbital_gap_ha="0.17514 / 0.17129" s2=0.781 homo_energy_ev="-3.85 / -3.71" de_lowest_kcal_mol=0.0 total_charge=-1
C 3.0770 2.8234 2.5187 -0.037 -0.003 0.003 -0.0250
C -2.9744 1.5418 -0.5408 0.040 0.007 -0.042 -0.1324
C -5.3558 -0.8871 0.9483 0.014 -0.016 0.085 -0.0083
C -0.4631 -0.0491 3.2260 0.245 -0.180 0.006 -0.4278
C -1.3180 3.1424 -0.7588 0.050 0.030 0.001 -0.0979
H 0.4286 -3.3382 -2.1991 0.006 0.016 -0.015 0.1236
O -6.5283 0.7741 -3.5722 0.144 0.100 0.012 0.0579
C -0.9705 -3.1976 0.8672 0.004 0.083 0.074 -0.0252
H 4.7814 -1.7496 -0.9852 0.001 0.000 0.011 0.0850
O 3.1832 -1.0761 0.9561 -0.016 0.069 0.075 -0.0185
C -0.0254 -3.6777 -1.2774 -0.004 0.012 -0.024 -0.0436
H 6.1639 1.5659 -1.2240 -0.008 0.004 -0.006 0.0961
H -1.4814 4.4846 -2.4096 0.002 0.004 0.002 0.1077
H 4.4176 -3.4900 -0.9596 -0.012 0.002 0.000 0.0876
O 2.2181 -1.9952 -0.8534 -0.107 -0.062 -0.016 -0.0126
C 3.3027 1.0917 4.6552 0.006 -0.019 0.029 -0.0800
C -4.7667 -0.0365 0.0163 -0.022 0.102 -0.230 -0.1357
H -6.2720 -1.4101 0.7042 0.005 -0.002 0.001 0.1157
C -5.3292 0.2405 -1.2716 0.094 0.074 0.042 0.0705
C -0.8154 -5.4777 0.1088 -0.002 -0.012 0.000 -0.1111
H -0.7063 3.0172 3.5405 0.015 0.025 -0.012 -0.0278
C -0.3921 0.2828 -2.5883 0.012 0.001 -0.001 -0.0163
C 5.1042 1.7938 -1.2127 0.039 0.004 -0.017 -0.0842
C -0.8395 -0.8079 -1.8458 0.032 -0.007 -0.044 -0.1027
O 0.8182 1.7094 0.9185 -0.084 -0.076 -0.109 -0.3159
C -2.2142 0.0507 -4.1515 0.019 0.002 -0.059 -0.1109
C 4.5456 2.5507 -2.2359 0.026 -0.014 0.008 -0.1089
H 5.1907 -2.7293 0.4448 -0.007 0.006 0.003 0.0877
C -0.2369 -5.0310 -1.0751 -0.011 -0.028 0.017 -0.0928
Re -1.0070 1.1789 1.6271 -0.168 0.383 0.019 1.3915
H -3.0343 -0.4812 3.3862 -0.018 0.000 0.012 0.1039
H -5.1639 -1.6820 2.9394 0.006 0.001 0.007 0.1052
C 4.3190 1.3327 -0.1683 -0.061 0.036 0.034 -0.0186
H 2.7421 3.4445 -2.9775 0.003 -0.008 0.000 0.0949
H 0.4880 0.8336 -2.2816 -0.069 -0.015 -0.061 0.0923
C 3.6828 2.4146 4.8067 0.015 -0.016 0.034 -0.1117
C 4.4664 -2.5825 -0.3571 0.015 0.023 -0.001 0.0153
N -1.8184 2.0991 -0.1000 0.035 0.015 0.012 -0.0212
H 5.1618 2.9098 -3.0514 0.000 0.001 0.007 0.0910
H 2.9775 3.5075 1.6844 -0.013 -0.007 -0.017 0.1199
C -1.9195 3.6347 -1.9045 -0.031 -0.042 0.006 -0.0355
C -4.7483 -1.0316 2.1831 -0.007 0.012 -0.072 -0.0375
C -3.5649 -0.3564 2.4512 0.023 0.031 0.059 -0.0800
C 2.5825 -3.4020 1.1052 -0.037 -0.043 0.010 0.0280
H 4.0611 2.7703 5.7579 -0.006 -0.004 -0.007 0.0899
H 3.8528 4.3241 3.8340 -0.003 -0.011 -0.001 0.0926
H 1.2502 -0.8056 1.6679 -0.054 0.005 0.097 0.1122
C -2.6945 -1.0142 -3.4022 0.040 -0.024 0.034 -0.0908
H -0.4078 3.5536 -0.3403 -0.033 0.001 -0.018 0.1103
C -1.0666 0.7026 -3.7278 0.006 -0.026 -0.059 -0.0858
H -0.9771 -6.5370 0.2718 -0.002 0.007 -0.005 0.0897
H -2.2921 3.2763 2.7069 0.004 0.020 0.047 -0.0364
H -2.4081 -2.2621 -1.6926 -0.005 -0.032 0.041 0.1210
C 1.9045 -0.4480 0.8741 -0.049 -0.009 -0.051 -0.1691
C -3.5706 0.6100 0.3532 0.013 -0.068 0.053 -0.1337
N -5.4537 1.3250 -3.4090 0.127 -0.024 0.153 -0.3255
H -3.5992 -1.5295 -3.7063 0.004 -0.002 -0.001 0.1036
C 2.9506 1.6069 -0.1276 0.133 0.019 0.038 -0.1389
H 0.0517 -5.7419 -1.8409 0.000 0.004 0.006 0.0945
H 2.4078 -4.3012 0.5122 -0.007 0.020 -0.001 0.0901
C 2.8135 0.6317 3.4383 0.005 0.020 -0.042 -0.0252
C -0.1788 -1.2374 -0.5136 0.151 0.011 0.127 -0.3798
C -2.0190 -1.4292 -2.2630 0.041 -0.006 -0.036 -0.0232
H -2.7379 0.3797 -5.0410 0.017 -0.007 0.017 0.0967
C -3.5980 1.9283 -1.7465 -0.004 -0.043 0.048 -0.0731
H -1.2331 -2.4675 1.6239 0.005 -0.021 -0.020 0.1016
C 2.0622 1.0854 1.0152 0.052 0.149 0.025 -0.4019
H 3.3697 0.4052 5.4908 0.002 0.013 -0.004 0.0988
H -3.4760 3.3646 -3.3478 -0.007 0.002 -0.020 0.1017
N -0.2046 -0.8467 4.0303 -0.151 0.056 0.040 -0.0095
H 1.3507 2.6024 -1.1036 0.065 -0.004 -0.006 0.0822
C 1.3681 -0.9018 -0.4942 -0.075 0.053 -0.054 -0.1122
N -2.9708 0.4484 1.5660 0.095 -0.061 0.119 -0.0410
H -6.2161 -0.2867 -1.5910 -0.002 -0.002 -0.019 0.1287
C -1.1801 -4.5558 1.0770 0.002 -0.044 0.029 -0.0846
H 3.3159 -3.6165 1.8841 0.012 -0.011 -0.005 0.0904
C 3.1935 2.8466 -2.1936 -0.022 0.016 -0.023 -0.0857
H 4.7681 0.7637 0.6331 0.000 -0.029 0.010 0.1209
H -1.6235 -4.8897 2.0081 0.006 -0.003 -0.013 0.0968
C -3.0423 3.0148 -2.4280 0.030 0.008 0.081 -0.0093
C -1.3769 2.6714 2.7454 0.022 -0.029 0.073 -0.2637
H 2.5054 -0.3995 3.3563 -0.011 -0.021 -0.009 0.0989
C 3.5659 3.2840 3.7292 0.002 0.020 -0.023 -0.0945
C 2.4083 2.3790 -1.1463 -0.078 -0.041 -0.005 -0.0406
C 3.1019 -2.2752 0.2239 0.037 -0.008 -0.100 -0.5830
C -0.3896 -2.7452 -0.3078 0.080 0.019 -0.026 -0.1586
O -4.8942 1.9822 -4.2682 -0.137 -0.099 0.157 0.0606
H 1.6460 -3.1212 1.5838 -0.015 0.011 -0.004 0.0839
C -4.7783 1.1620 -2.0923 -0.270 -0.024 -0.241 -0.0726
O -0.8458 -0.5560 0.4782 -0.094 -0.182 -0.408 -0.3200
H 1.5718 -0.1280 -1.2318 -0.025 -0.029 0.127 0.1237
C 2.6958 1.4915 2.3542 -0.028 -0.082 0.032 -0.1263
H -0.6867 1.5503 -4.2870 -0.009 0.000 0.008 0.1045